Here is 2 unconnected molecules or ions with the total composition C3H10NO at a distorted geometry from OMol25. Energies are from ωB97M-V/def2-TZVPD.

Properties
**Gap between HOMO and LUMO**: 6.17 eV
**Total charge**: -1
**Energy above the lowest of the compared OMol25 structures with the same formula, charge and spin**: 84.7 kJ/mol

```
15
Properties=species:S:1:pos:R:3:lowdin_charge:R:1
N 0.40 0.49 -1.11 -0.031
H 1.07 1.43 0.66 0.096
H 2.66 -0.94 -0.43 0.057
H -0.57 0.58 -0.78 0.039
H -3.13 -1.59 1.30 0.018
H 2.95 0.69 -0.94 0.053
H -2.80 -1.37 -0.45 0.026
C -2.95 -0.82 0.52 -0.509
C 1.16 0.46 0.14 -0.375
H 0.66 1.29 -1.65 0.033
H 3.30 0.30 0.73 0.050
H 0.63 -0.27 0.76 0.089
O -2.01 0.05 0.94 -0.436
C 2.62 0.08 -0.08 -0.131
H -3.99 -0.38 0.38 0.020
```

Here is a molecular structure, C3H5N5 at a distorted geometry from OMol25. Energies are from ωB97M-V/def2-TZVPD.

Properties
**Gap between HOMO and LUMO**: 9.49 eV
**Energy above the lowest of the compared OMol25 structures with the same formula, charge and spin**: 734.3 kJ/mol

```
13
Properties=species:S:1:pos:R:3:lowdin_charge:R:1
C 0.63 -0.60 -0.22 -0.292
C 0.29 0.70 0.55 -0.351
N 1.05 -0.28 -1.63 -0.074
N 0.78 1.00 1.89 0.094
H 2.17 -0.26 -1.88 0.139
H 1.66 -1.32 0.24 0.222
N -0.97 0.75 0.37 -0.036
N -0.40 1.43 2.31 -0.122
H -1.50 -0.68 -1.36 0.128
H -1.76 -1.63 0.37 0.185
C -1.00 -0.76 -0.26 -0.001
N -1.43 1.12 1.66 0.015
H 0.47 0.53 -2.04 0.092
```

no.,energy (Eh)
1,-250.2591
2,-390.8387